# H60O30

A 30-piece molecular cluster, H60O30 overall at a distorted geometry (the ωB97M-V functional and the def2-TZVPD basis, the OMol25 dataset).

Properties
2S+1: 1
Largest force on an atom in eV Å⁻¹: 3.0
Gap between HOMO and LUMO in eV: 8.819

Structure (XYZ):
```
90
Properties=species:S:1:pos:R:3:forces:R:3:lowdin_charge:R:1
O -0.35797 -0.53931 1.56289 -1.6 0.0 0.7 -0.06
O 1.41134 -0.25967 -0.48471 0.3 -1.0 1.1 -0.04
O -2.75205 1.13578 0.63659 0.7 -0.1 0.9 -0.04
O -0.45338 0.31506 -2.48587 0.4 0.6 0.7 -0.05
O 1.31819 3.22728 0.49429 0.1 0.0 0.2 -0.08
O -2.04674 -1.91187 -1.84325 1.3 1.4 1.7 -0.01
O 0.22184 0.47538 4.05619 -0.1 0.9 -0.7 -0.05
O -1.10068 -3.39428 1.93295 -0.6 -0.2 -0.1 -0.08
O 3.70979 1.22175 -0.08805 -0.3 0.6 0.8 -0.02
O -2.32383 2.42312 -2.74259 0.0 -0.6 -0.2 -0.11
O 2.19305 2.29937 3.47303 -0.5 0.2 -0.4 -0.06
O 2.93946 -2.68962 -0.87282 -1.3 1.6 -0.3 -0.12
O -2.70541 3.96648 -0.21916 0.4 -0.5 -1.0 -0.10
O -4.30952 0.35506 -1.74524 1.6 0.2 0.0 -0.02
O -3.24051 -3.30593 0.37897 -1.3 0.2 0.1 -0.04
O -1.81952 2.49124 4.21609 0.6 -0.2 0.0 -0.10
O 2.04856 3.57192 -2.16752 1.0 1.5 -1.4 -0.06
O -4.18647 1.21451 2.98168 -0.6 -0.3 1.5 -0.07
O -0.39292 5.36610 0.58928 1.1 0.0 -2.5 0.00
O 3.47633 1.24023 -3.13524 -1.3 0.8 0.1 -0.06
O 0.68284 -4.92512 0.30333 0.0 -1.3 -1.1 -0.04
O -4.17126 -1.50173 3.53316 -1.5 -2.5 0.2 -0.08
O -0.45306 -0.00014 -5.17313 0.7 1.0 -0.5 -0.04
O 3.21988 -1.68011 -3.55237 0.8 -0.1 0.7 -0.05
O -0.37611 4.47828 -3.27571 -1.8 0.0 -0.7 -0.02
O 0.39202 -4.69702 -2.37833 -0.8 -1.1 -1.6 -0.05
O 0.53124 -1.90960 5.58101 0.4 -0.2 0.9 -0.04
O 5.29022 -1.18650 2.28775 0.0 -1.5 0.7 -0.08
O 0.96170 -2.50065 -4.88850 0.5 -0.1 1.3 -0.01
O 3.07467 -3.39511 3.96219 -0.2 0.0 0.7 -0.07
H 0.26012 -0.34863 0.85116 0.5 0.2 -0.8 0.01
H -1.18875 -0.03319 1.38134 0.8 -0.2 -0.1 0.06
H 2.23005 0.21275 -0.31600 0.3 0.5 0.2 0.02
H 1.00084 0.14014 -1.23313 -0.8 0.6 -1.2 0.01
H -3.15338 0.64998 -0.07051 -0.6 -0.1 -0.8 0.01
H -2.73992 2.07606 0.38534 0.0 0.3 -0.2 0.04
H -0.11337 0.10305 -3.35262 0.0 -0.2 -0.5 0.01
H -0.89677 -0.47591 -2.16226 -0.2 -0.3 0.0 0.01
H 0.80334 4.05984 0.59419 0.3 -0.8 0.6 0.01
H 1.58571 2.85078 1.36822 -0.4 0.6 -0.6 0.04
H -2.25369 -2.30490 -0.97430 -0.1 -0.1 -0.5 0.04
H -2.60296 -2.24939 -2.49865 -1.3 -1.3 -1.3 0.03
H 0.41248 -0.35465 4.45140 0.4 -1.2 1.6 0.00
H 0.14889 0.15948 3.14403 -0.4 0.3 -0.9 0.02
H -2.01673 -3.41603 1.58234 0.8 -0.1 0.4 0.00
H -0.86588 -2.47679 1.75096 0.5 0.5 0.1 0.01
H 4.09599 1.96174 0.39725 -0.3 -0.1 0.1 0.07
H 4.38037 0.95191 -0.69013 0.8 -0.5 -0.6 0.03
H -1.44068 2.00074 -2.93948 -1.7 0.2 0.8 0.03
H -2.97394 1.73920 -2.45404 1.1 0.5 -0.4 0.01
H 1.50857 1.65398 3.74216 -0.1 0.2 0.1 0.00
H 3.00043 1.84651 3.68505 0.7 -0.2 0.1 0.03
H 2.86027 -2.74080 -1.85146 0.3 0.0 0.6 0.00
H 2.39565 -1.84425 -0.69802 1.0 -1.8 -0.2 0.03
H -1.76011 4.19551 -0.03007 -1.2 -0.2 -0.7 0.02
H -2.79665 3.76109 -1.20150 0.8 0.3 1.6 0.05
H -3.72701 -0.36030 -2.03749 0.1 0.0 0.1 0.03
H -5.17616 0.00250 -1.77772 -1.4 -0.4 0.0 0.04
H -4.10349 -3.02966 0.75512 0.7 -0.2 -0.4 0.09
H -3.32651 -4.25066 0.21165 0.0 -0.2 -0.1 0.09
H -1.17464 1.74265 4.22588 -0.9 0.6 -0.2 0.00
H -2.55473 2.29836 3.61036 0.3 -0.4 0.4 -0.01
H 2.46576 4.47754 -2.16818 -0.7 -1.6 0.3 0.11
H 1.58876 3.42832 -1.34326 0.1 -0.2 1.4 0.00
H -4.13188 0.35282 3.43950 -0.3 0.7 -0.3 0.00
H -3.70863 1.04344 2.18542 0.6 0.0 -1.4 -0.04
H -0.67445 5.68672 1.40160 -1.0 0.6 2.7 0.05
H -0.13937 6.17502 0.12000 -0.1 -0.4 -0.2 0.09
H 4.32309 1.19956 -2.70651 0.5 0.1 0.1 0.02
H 2.98949 2.01474 -2.73548 0.7 -0.8 -0.4 0.03
H 1.59295 -4.88140 0.57121 0.3 0.5 0.5 0.04
H 0.09967 -4.35880 0.79529 -0.1 0.7 0.9 -0.01
H -4.81919 -2.24928 3.26895 1.5 2.0 0.7 0.10
H -4.03857 -1.67650 4.48710 0.0 0.1 -0.6 0.07
H -1.29367 -0.40568 -5.37551 -0.5 0.4 -0.3 0.07
H -0.40382 0.91052 -5.56037 -0.3 -1.3 0.4 0.11
H 3.00952 -0.80870 -3.22056 0.2 0.7 0.3 0.00
H 2.61559 -1.77166 -4.27031 -0.8 -0.6 -1.0 -0.02
H 0.39501 4.23849 -2.80858 1.7 -0.6 0.7 -0.05
H -0.26513 5.37893 -3.54776 0.1 0.7 -0.2 0.03
H 0.31045 -3.80133 -2.65798 0.2 1.0 -0.2 -0.02
H 0.80651 -4.70683 -1.53300 0.3 0.2 1.5 -0.04
H -0.32915 -2.32813 5.53969 -0.3 -0.2 -0.2 0.05
H 0.79726 -2.01409 6.51958 -0.1 0.2 -0.9 0.08
H 5.97442 -0.80542 1.74027 0.3 -0.2 -0.2 0.01
H 5.57558 -2.11587 2.51490 -0.4 1.7 -0.5 0.06
H 0.85378 -3.04354 -5.64442 -0.2 -0.8 -1.1 0.05
H 0.42399 -1.72913 -5.00124 -0.4 0.8 -0.4 -0.01
H 2.16669 -3.09806 4.18619 0.8 -0.2 -0.8 0.02
H 3.21629 -3.51767 3.01746 -0.7 0.3 0.1 0.03
```
Positions in Å, forces in eV/Å.

# C5H14NO2

A 2-piece molecular cluster, C5H14NO2 overall at a distorted geometry (the ωB97M-V functional and the def2-TZVPD basis, the OMol25 dataset).

Properties
2S+1: 2
Largest force on an atom in eV Å⁻¹: 3.1
⟨S²⟩: 0.76
Gap between HOMO and LUMO (spin up / spin down) in eV: 10.251 / 6.949

Structure (XYZ):
```
22
Properties=species:S:1:pos:R:3:forces:R:3:lowdin_charge:R:1
C 1.82067 0.67186 -1.22681 1.1 1.0 0.7 -0.15
N 0.70858 0.05699 -1.90024 -2.4 0.6 0.9 -0.07
C -0.71481 -2.30841 0.73691 1.8 1.1 2.2 -0.08
C 0.31575 -1.31825 0.13460 -2.3 -0.3 -2.0 -0.18
C -0.39481 -0.51020 -0.99295 2.3 -0.5 -1.3 -0.29
C -1.32719 0.63074 -0.43792 0.7 0.2 -1.2 -0.24
O -0.69336 1.47134 0.39749 -0.1 0.2 -0.5 0.00
H 2.69331 -0.01741 -1.31930 -0.3 1.0 0.4 0.10
H 1.68931 1.03672 -0.18989 -0.4 -1.2 0.3 0.08
H 2.01808 1.71789 -1.51730 0.4 -0.6 -1.4 0.09
H 0.21221 0.77787 -2.42564 0.4 -0.2 -0.3 0.09
H -1.04202 -1.79133 1.63956 -1.2 0.0 -0.2 0.07
H -1.45097 -2.65487 0.05002 -0.7 0.1 -0.4 0.06
H -0.27114 -3.17459 1.22992 0.4 -0.2 -0.5 0.07
H 0.63119 -0.44081 0.65942 0.5 -0.7 1.6 0.06
H 1.15339 -1.86823 -0.24352 0.6 0.1 -0.5 0.11
H -0.95597 -1.08044 -1.74900 -0.3 -0.1 0.8 0.14
H -1.66835 1.17231 -1.33333 -0.5 0.0 0.1 0.12
H -2.18176 0.20160 0.09948 -0.1 -0.3 0.1 0.16
H -0.34966 1.79575 2.90466 0.2 -0.2 0.1 0.03
H 0.13806 1.02516 1.69108 0.1 0.2 1.8 -0.03
O 0.26392 1.08066 2.68569 -0.1 0.0 -0.7 -0.11
```
Positions in Å, forces in eV/Å.

# C4H7NO

C4H7NO as an isolated structure (the ωB97M-V functional and the def2-TZVPD basis, the OMol25 dataset).

Properties
2S+1: 1
Largest force on an atom in eV Å⁻¹: 0.4
Gap between HOMO and LUMO (spin up / spin down) in eV: 7.672 / 7.671

Structure (XYZ):
```
13
Properties=species:S:1:pos:R:3:forces:R:3:lowdin_charge:R:1
C 1.56613 0.61137 0.19899 0.4 0.0 0.2 0.05
N 0.18422 -0.12157 -0.71114 -0.1 0.3 0.0 -0.13
C -0.19618 1.16092 -0.64484 -0.1 -0.1 -0.1 -0.04
C -0.40614 -1.19783 -0.21158 -0.1 -0.1 0.1 -0.16
C -1.64429 -1.19871 0.52695 0.1 -0.1 0.0 -0.31
O -2.18281 -2.19956 0.97312 0.1 0.3 -0.1 -0.01
H 2.16448 1.30533 -0.38754 -0.1 -0.1 0.1 0.07
H 2.06708 -0.35010 0.28478 -0.1 0.1 0.0 0.07
H 1.30534 0.99671 1.18520 0.0 0.0 -0.2 0.08
H -1.18179 1.46428 -0.28185 0.1 -0.1 0.0 0.09
H 0.34233 1.87796 -1.25216 0.0 -0.1 0.1 0.08
H 0.10684 -2.14443 -0.35815 -0.1 0.1 0.0 0.11
H -2.12521 -0.20438 0.67821 0.0 -0.2 0.0 0.10
```
Positions in Å, forces in eV/Å.

# C11H23N3O3

An isolated molecule of C11H23N3O3 at a distorted geometry (the ωB97M-V functional and the def2-TZVPD basis, the OMol25 dataset).

Properties
SMILES string: CC(C)[C@H](N)C(=O)N[C@@H](CCCCN)C(=O)O
2S+1: 1
Largest force on an atom in eV Å⁻¹: 4.5
Gap between HOMO and LUMO in eV: 9.201

Structure (XYZ):
```
40
Properties=species:S:1:pos:R:3:forces:R:3:lowdin_charge:R:1
C -2.08105 0.32085 -2.15112 -1.0 -0.3 0.1 -0.05
C -2.88965 -0.45353 -0.96253 2.1 3.1 -2.5 -0.37
C -3.26922 -1.85967 -1.33132 -1.0 1.8 -1.8 -0.08
C -2.14713 -0.52784 0.33847 -1.2 -0.4 3.2 -0.30
N -3.21223 -0.71644 1.39361 0.0 -0.2 0.3 0.06
C -1.22235 0.54552 0.93873 -2.8 1.4 -2.4 -0.46
O -1.68819 1.59477 1.44486 1.3 -1.9 -0.2 0.02
N 0.03257 0.35842 0.58348 3.5 1.1 0.9 0.10
C 0.79126 -0.83826 0.12734 -0.6 0.1 0.6 -0.17
C 2.21180 -0.40245 -0.34575 -2.4 1.7 -0.5 -0.11
C 2.20018 0.75799 -1.42872 -0.9 0.8 4.3 -0.12
C 2.58480 2.11249 -0.74657 2.4 0.5 -0.2 -0.15
C 3.27381 1.90940 0.62669 -1.5 0.8 1.1 -0.26
N 2.30227 1.44987 1.64022 0.1 0.5 -1.6 -0.01
C 0.99382 -1.81580 1.30619 -0.2 0.0 -0.5 -0.46
O 1.99373 -2.47964 1.45390 -1.0 0.4 0.5 0.12
O -0.13212 -1.84738 2.08000 1.4 -1.6 1.2 0.09
H -1.20137 0.94177 -1.84758 -0.9 -0.4 0.0 0.06
H -2.85649 0.97369 -2.71105 1.5 -1.0 0.8 0.09
H -1.73704 -0.48147 -2.81468 0.2 0.4 -0.3 0.05
H -3.73601 0.24258 -0.93226 -0.3 -0.8 0.9 0.13
H -2.47713 -2.57028 -1.30013 0.6 -0.5 -0.2 0.08
H -3.86385 -1.85243 -2.26266 0.7 -0.3 0.0 0.10
H -3.98273 -2.01886 -0.60952 -1.6 -1.5 1.9 0.04
H -1.56038 -1.43638 0.30652 -0.1 -0.2 0.1 0.09
H -2.94080 -1.36080 2.13374 0.2 -0.1 -0.4 0.07
H -3.31337 0.17035 1.89670 0.0 -0.1 -0.5 0.07
H 0.72502 1.04936 1.05788 -1.0 -1.0 -1.1 0.13
H 0.19874 -1.45218 -0.62481 0.9 1.0 0.5 0.17
H 2.81006 -0.16700 0.53023 0.0 -0.5 -0.9 0.07
H 2.64101 -1.21610 -0.79386 1.1 -2.2 -1.0 0.09
H 2.84660 0.45589 -2.15443 2.0 -0.4 -2.1 0.07
H 1.24566 0.90495 -1.85544 -1.2 -0.3 -0.5 0.08
H 1.73116 2.80070 -0.48862 0.7 -0.8 -0.8 0.12
H 3.40659 2.65566 -1.37694 -1.8 -0.6 0.8 0.13
H 3.67118 2.82305 0.99889 -0.1 1.4 0.0 0.10
H 4.15030 1.35017 0.80289 1.1 -1.4 -1.1 0.10
H 2.05682 2.07896 2.33695 -0.1 1.1 1.5 0.08
H 2.42461 0.51716 1.92333 0.2 -0.7 1.1 0.06
H 0.01910 -2.51708 2.81740 -0.2 1.1 -1.2 0.17
```
Positions in Å, forces in eV/Å.